[1]
Density functional theory data (ωB97M-V/def2-TZVPD) for a molecular structure, C28H46BrNOP2Sr at a distorted geometry.

Structure (XYZ):
```
80
Properties=species:S:1:pos:R:3:forces:R:3
Sr 0.840233 -0.968762 0.106324 -1.5 1.1 -0.6
Br 3.164164 -2.262932 -1.348188 1.0 0.2 2.5
P -0.882064 1.799453 0.127198 0.5 -0.1 0.0
P 0.369621 -0.444958 -3.451507 0.2 -0.4 0.4
O -1.312293 -1.790890 0.537991 -2.3 -0.1 0.6
N -2.175538 1.325013 5.272994 -0.6 -0.2 0.2
C 1.392537 -0.871680 5.093206 0.9 -0.3 0.3
C -2.537819 -1.731931 0.848719 1.9 0.0 -0.2
C 3.562307 -0.044778 2.309361 -0.4 -0.3 0.0
C 0.447702 -2.292872 -3.225217 -0.1 0.3 0.0
C -1.061168 -0.789382 5.285655 0.5 0.5 -0.3
C 1.803179 2.758284 -0.038061 0.0 0.2 0.1
C -0.482749 -1.384190 -6.064792 0.0 0.0 -0.5
C 2.935593 -0.891171 3.259250 0.2 -0.5 0.0
C -2.489962 1.847089 -2.228771 -0.1 0.0 -0.1
C 0.464390 2.700619 -0.771883 -0.5 -0.1 -0.4
C 2.615433 -2.607450 1.529979 0.3 0.0 0.9
C 3.285262 -1.760062 0.649548 0.1 -0.2 -1.6
C 3.658334 -0.452862 0.972208 0.4 -0.3 0.1
C 2.655534 0.010230 -5.169870 0.4 0.1 -0.4
C -1.013130 1.948517 5.451264 0.6 -0.2 0.1
C 0.208960 1.276162 5.471140 -0.6 -0.3 -0.4
C -0.455200 -0.222708 -5.086447 -0.5 0.4 0.5
C -3.589624 -1.493759 -0.177630 0.0 -0.2 -0.3
C -2.374898 2.748572 2.354684 -0.3 0.0 0.1
C 1.265726 -3.146371 -4.185967 0.1 -0.6 0.2
C -2.219490 -0.007701 5.217842 0.7 0.2 0.3
C -2.950321 -1.903583 2.276314 -0.2 -0.3 0.2
C 2.424422 -2.152018 2.849300 0.0 -0.1 -1.1
C 0.192169 -0.132573 5.338177 -1.0 1.2 1.2
C -1.001551 2.762142 1.694638 0.5 -0.1 0.1
C -2.388609 2.329050 -0.780656 -0.2 -0.1 0.1
C 2.117711 0.068546 -3.748466 0.2 0.0 0.2
C 2.503954 -0.319102 4.523691 0.1 -0.5 0.5
H -0.263947 2.300368 2.376455 -0.2 0.3 -0.1
H -0.601927 -2.634090 -3.192174 0.3 0.1 0.1
H -2.359200 -2.705993 2.747288 -0.1 0.4 -0.2
H 2.198050 -3.559120 1.185040 0.3 0.2 0.2
H 2.109191 0.683859 -5.843033 0.1 -0.2 0.2
H 1.278657 -4.166234 -3.787113 0.1 0.0 -0.1
H -0.887239 -2.292646 -5.614584 0.0 0.1 -0.1
H 3.855417 0.963039 2.632703 0.0 -0.5 -0.3
H 2.433717 3.533083 -0.493264 0.0 -0.3 0.2
H 0.575495 2.188560 -1.745390 0.0 0.3 0.3
H 4.002728 0.216104 0.183424 0.2 -0.2 0.3
H 2.980565 0.596258 4.882741 -0.8 0.4 -0.7
H 2.307204 -2.819108 -4.268298 -0.1 0.1 0.0
H -2.772133 -0.967344 2.833064 0.0 -0.3 -0.3
H 2.640148 -0.999693 -5.601103 -0.1 0.3 0.2
H 1.782358 -2.733687 3.522216 0.6 0.2 -0.4
H 2.365648 1.812894 -0.098346 -0.2 0.1 0.0
H -3.243935 1.936570 -0.204480 0.2 0.2 -0.2
H 0.503099 -1.599493 -6.494928 -0.2 0.0 0.2
H 3.701117 0.343730 -5.170522 -0.2 -0.1 -0.1
H -1.134306 -1.115199 -6.901726 0.0 -0.1 0.1
H -4.444670 -2.149046 0.028604 0.1 0.2 -0.1
H -2.557474 0.751787 -2.287209 0.1 0.2 0.0
H -1.489755 0.053762 -4.819717 0.3 0.0 -0.3
H 0.011039 0.660308 -5.543837 -0.3 -0.1 0.1
H -3.201942 -1.697521 -1.179953 -0.1 0.2 0.2
H 0.829425 -3.207790 -5.183185 0.3 0.1 0.3
H -0.656339 3.788718 1.497214 -0.2 -0.2 0.1
H -1.043749 3.035761 5.590500 -0.1 -0.4 -0.2
H 1.676390 3.005984 1.024075 0.1 0.0 -0.2
H -4.019785 -2.147278 2.352583 0.4 0.1 0.0
H -1.633802 2.164678 -2.837052 -0.2 -0.1 0.1
H -1.111834 -1.871036 5.181569 0.0 0.1 0.2
H -2.346231 3.324251 3.287806 -0.1 -0.1 -0.3
H 1.345520 -1.951303 5.265853 -0.4 0.1 -1.0
H -3.954385 -0.452251 -0.126228 0.2 -0.3 0.1
H -3.400468 2.262333 -2.682576 0.3 -0.1 0.1
H 0.885146 -2.434379 -2.215499 -0.7 -0.1 -0.5
H -3.150526 3.171540 1.701040 0.3 0.0 0.3
H -2.441314 3.428183 -0.724315 0.0 -0.3 0.0
H 2.168967 1.108188 -3.379380 0.1 -0.3 -0.1
H -2.686012 1.732634 2.631820 0.1 0.2 -0.1
H -3.203801 -0.477428 5.145708 0.2 0.2 0.0
H 0.074056 3.708083 -0.981526 0.3 -0.1 0.1
H 2.765143 -0.529526 -3.080724 -0.4 0.5 -0.4
H 1.142878 1.837552 5.494431 -0.3 -0.2 0.2
```
Positions in Å, forces in eV/Å.

Properties
E_tot: -4511.4095 Eh
total charge: +2
gap between HOMO and LUMO: 6.8778 eV
HOMO energy: -13.43 eV
ΔE to the lowest compared entry with this formula, charge and spin: 0.00 kJ/mol

Atom charges from the Löwdin analysis, given in e for atoms 1 to 8: atom 1 (Sr): 1.300, atom 2 (Br): 0.850, atom 3 (P): 0.886, atom 4 (P): 0.926, atom 5 (O): -0.234, atom 6 (N): 0.068, atom 7 (C): -0.030, atom 8 (C): -0.411



[2]
Density functional theory data (ωB97M-V/def2-TZVPD) for a single C5H7NO2 molecule at a distorted geometry.

Structure (XYZ):
```
15
Properties=species:S:1:pos:R:3:forces:R:3
O -1.337404 -0.222590 0.024580 -1.5 0.6 -0.4
O 2.238194 3.388378 2.232152 1.2 1.8 1.2
N 0.995860 1.798261 1.103466 -3.4 -2.7 -2.6
C 0.918324 0.917858 -0.051976 1.7 -0.1 -1.9
C 0.261967 1.190459 -1.445844 -1.8 -0.6 1.2
C -1.074631 -0.827617 1.251084 -1.5 -1.1 1.4
C 1.631351 2.622079 1.626818 0.6 0.2 0.1
C -0.184169 -0.080880 -0.634419 2.5 4.4 0.5
H -2.081708 -1.048305 1.758009 1.5 0.4 -0.7
H 0.286129 -0.933256 -0.998751 0.6 -1.8 -0.5
H 0.686394 0.916241 -2.449709 0.1 0.7 1.4
H -0.548339 -1.777160 1.067779 -0.1 0.1 0.3
H 1.960126 0.663680 -0.217749 -0.2 -0.9 0.0
H -0.462977 -0.168233 1.874595 -0.1 -0.2 0.1
H -0.442894 2.045338 -1.420045 0.4 -0.7 -0.2
```
Positions in Å, forces in eV/Å.

Properties
E_tot: -399.8620 Eh
gap between HOMO and LUMO: 10.2881 eV
HOMO energy: -9.53 eV
SMILES string: CO[C@H]1C[C@H]1N=C=O
ΔE to the lowest compared entry with this formula, charge and spin: 271.95 kJ/mol

Atom charges from the Löwdin analysis, given in e for atoms 1 to 8: atom 1 (O): -0.115, atom 2 (O): 0.165, atom 3 (N): 0.170, atom 4 (C): -0.189, atom 5 (C): -0.016, atom 6 (C): -0.100, atom 7 (C): -0.371, atom 8 (C): -0.307



[3]
Density functional theory data (ωB97M-V/def2-TZVPD) for a single C6H10O molecule.

Structure (XYZ):
```
17
Properties=species:S:1:pos:R:3:forces:R:3
O -0.361842 0.022163 2.526048 -0.1 0.3 0.2
C 1.329673 0.745600 -0.720178 -0.1 0.0 0.1
C 0.564136 -1.516084 -1.600707 0.0 0.1 0.0
C 0.329475 1.234807 0.022704 0.1 0.0 -0.1
C -1.081935 -0.374321 1.378086 -0.1 -0.2 -0.3
C 1.390523 -0.466877 -1.550311 -0.1 -0.2 -0.1
C -1.045859 0.665912 0.247747 0.0 0.0 0.0
H -0.707889 0.872445 2.822392 0.0 -0.1 0.0
H -1.443929 0.206535 -0.666716 0.1 0.1 0.1
H -1.727985 1.489401 0.502744 0.1 -0.1 0.0
H -0.606631 -1.304593 1.055930 0.0 0.1 0.0
H 0.542948 2.159272 0.556162 0.0 -0.1 -0.1
H 2.248569 1.332485 -0.736543 -0.2 -0.1 0.0
H 0.758873 -2.344170 -2.277095 0.0 0.2 0.1
H 2.259324 -0.501002 -2.202603 0.0 0.0 0.0
H -0.317259 -1.608996 -0.979791 0.1 0.0 0.0
H -2.130197 -0.612583 1.622135 0.2 0.1 0.0
```
Positions in Å, forces in eV/Å.

Properties
E_tot: -309.7978 Eh
gap between HOMO and LUMO: 9.6039 eV
HOMO energy: -8.79 eV
SMILES string: C=C/C=C\CCO
ΔE to the lowest compared entry with this formula, charge and spin: 117.04 kJ/mol

Atom charges from the Löwdin analysis, given in e for atoms 1 to 8: atom 1 (O): -0.063, atom 2 (C): -0.117, atom 3 (C): 0.013, atom 4 (C): -0.104, atom 5 (C): -0.277, atom 6 (C): -0.166, atom 7 (C): -0.186, atom 8 (H): 0.089



[4]
Density functional theory data (ωB97M-V/def2-TZVPD) for a single C4H2N4 molecule at a distorted geometry.

Structure (XYZ):
```
10
Properties=species:S:1:pos:R:3:forces:R:3
N -2.017504 -0.131822 -0.035295 -4.1 -5.2 -1.0
N -1.084430 -1.313451 -0.120871 2.0 1.4 1.0
N 1.468200 -0.997481 0.075354 -0.7 -1.7 -0.4
N 1.041415 1.251569 -0.052839 2.0 1.9 -0.6
C -1.470992 0.942621 0.019409 -0.6 5.8 -0.1
C 0.042183 -0.737194 0.132333 0.5 -0.8 -0.1
C -0.063826 0.714650 0.163427 1.2 0.0 -0.3
C 2.020552 0.132757 -0.095085 -0.5 -0.7 0.6
H -2.162888 1.863358 -0.142757 1.8 -1.4 0.7
H 3.141617 0.157938 -0.242190 -1.6 0.8 0.2
```
Positions in Å, forces in eV/Å.

Properties
E_tot: -372.5019 Eh
gap between HOMO and LUMO: 8.6605 eV
HOMO energy: -10.80 eV
SMILES string: C1=NC2=CN=NC2=N1
ΔE to the lowest compared entry with this formula, charge and spin: 341.24 kJ/mol

Atom charges from the Löwdin analysis, given in e for atoms 1 to 8: atom 1 (N): 0.058, atom 2 (N): 0.185, atom 3 (N): 0.116, atom 4 (N): 0.173, atom 5 (C): -0.141, atom 6 (C): -0.288, atom 7 (C): -0.285, atom 8 (C): -0.118



[5]
Density functional theory data (ωB97M-V/def2-TZVPD) for 2 unconnected molecules or ions with the total composition C5H9NO3 at a distorted geometry.

Structure (XYZ):
```
18
Properties=species:S:1:pos:R:3:forces:R:3
O 2.344512 -0.903992 -0.547620 0.3 0.1 2.1
O -3.264450 -2.954540 1.152319 0.0 0.0 -0.1
O 1.195077 -1.924414 2.322423 0.7 -1.5 -0.9
N -1.191457 0.059413 0.503759 0.1 -1.1 0.0
C 0.447423 -3.095956 0.385947 0.9 -4.0 0.1
C -0.984073 -2.555646 0.331753 0.1 0.2 -0.3
C 1.185956 -2.977127 1.685195 -1.4 3.1 2.1
C -1.052366 -1.087060 0.444806 -0.2 0.9 0.0
C -1.905666 -3.238189 1.364930 0.3 -0.2 0.2
H 1.384818 -3.916882 2.240312 0.7 0.1 -0.4
H -1.586484 -2.975536 2.384255 0.0 0.0 -0.2
H 0.463931 -4.251500 0.511245 -1.3 1.2 -1.1
H -1.778275 -4.322567 1.236302 -0.1 0.3 0.0
H 2.568983 -0.945169 0.447289 -0.4 0.0 -2.5
H -3.503978 -2.132997 1.590059 0.1 0.1 0.0
H 2.944985 -1.483235 -1.025312 0.2 0.0 0.3
H -1.391244 -2.793010 -0.664200 0.1 0.0 0.3
H 1.038995 -3.027294 -0.534994 -0.2 0.8 0.4
```
Positions in Å, forces in eV/Å.

Properties
E_tot: -476.3300 Eh
gap between HOMO and LUMO: 10.6198 eV
HOMO energy: -10.44 eV
SMILES string: N#C[C@H](CO)CC=O.O
ΔE to the lowest compared entry with this formula, charge and spin: 299.84 kJ/mol

Atom charges from the Löwdin analysis, given in e for atoms 1 to 8: atom 1 (O): -0.088, atom 2 (O): -0.037, atom 3 (O): 0.041, atom 4 (N): 0.173, atom 5 (C): -0.148, atom 6 (C): -0.272, atom 7 (C): -0.248, atom 8 (C): -0.185



[6]
Density functional theory data (ωB97M-V/def2-TZVPD) for a single C10H19N3O2 molecule at a distorted geometry.

Structure (XYZ):
```
34
Properties=species:S:1:pos:R:3:forces:R:3
O 3.024524 -2.618568 -0.221878 -1.2 -0.3 2.5
O 1.180509 -3.285916 1.073106 1.4 0.9 0.1
N -2.854503 3.134067 -0.303774 -2.6 -1.3 -0.5
N 3.161353 -0.503181 1.780530 -0.4 1.6 0.3
N -1.940515 1.103411 -1.020016 -1.8 0.2 -0.3
C -0.873869 1.080806 -0.028164 0.2 -0.2 -2.3
C -0.389539 -0.413386 0.078986 2.0 1.7 -2.4
C -2.874472 1.989161 -1.066303 0.2 -1.0 -1.0
C 1.184698 -0.211176 0.130897 0.5 -0.4 2.7
C -4.105550 1.872570 -2.007290 2.5 0.9 -1.3
C 1.920199 -1.008418 1.302488 -0.9 -2.1 -0.2
C 1.187478 -4.586576 0.552423 0.9 -2.1 -1.2
C 0.393006 1.908778 -0.570812 -1.0 0.3 0.4
C 1.498915 1.259985 0.224160 -3.2 0.6 2.0
C 2.230133 -2.430895 0.696029 -2.1 0.4 -1.8
H -0.566756 -0.878154 -0.969055 -0.4 0.3 2.2
H -1.964707 3.289872 -0.035007 3.2 1.3 1.4
H -3.432924 3.912379 -0.521073 -0.2 0.3 -0.2
H -0.811898 -0.875476 0.955782 -0.1 -0.7 -0.1
H 1.296864 -4.582851 -0.556577 -0.6 0.2 0.6
H 3.415055 -0.722283 2.731157 0.0 -0.2 -0.3
H -4.280697 2.891092 -2.428996 0.3 -0.8 -0.2
H 0.314784 -5.237248 0.881263 0.9 1.4 -0.3
H -4.953720 1.727256 -1.439759 -1.9 -0.8 1.4
H 0.553859 1.917786 -1.687003 -0.6 -0.5 1.1
H 1.668715 -0.457634 -0.770688 0.2 -1.0 -1.3
H 1.387710 1.691319 1.242376 -0.1 -0.7 -0.1
H 2.457518 1.507222 0.015230 3.0 0.6 -1.3
H -4.028017 1.092722 -2.813380 0.2 0.9 1.0
H 1.193023 -1.135231 2.147327 0.7 0.1 -0.7
H 3.859950 -0.685669 1.103764 1.1 -0.2 -0.3
H 0.252897 2.952173 -0.253199 0.2 0.0 -0.3
H -1.229845 1.419263 0.951345 0.3 0.3 0.0
H 2.125825 -5.117197 0.826112 -0.5 0.3 0.3
```
Positions in Å, forces in eV/Å.

Properties
E_tot: -707.1319 Eh
gap between HOMO and LUMO: 9.4264 eV
HOMO energy: -8.52 eV
SMILES string: COC(=O)[C@@H](N)[C@@H]1CC[C@@H](/N=C(/C)N)C1
ΔE to the lowest compared entry with this formula, charge and spin: 261.40 kJ/mol

Atom charges from the Löwdin analysis, given in e for atoms 1 to 8: atom 1 (O): 0.092, atom 2 (O): -0.074, atom 3 (N): 0.144, atom 4 (N): 0.059, atom 5 (N): 0.065, atom 6 (C): -0.326, atom 7 (C): -0.060, atom 8 (C): -0.435